{"formula": "C11H20Cl2N2O2PRuSe", "method": "the ωB97M-V functional and the def2-TZVPD basis", "mol_weight_g_mol": 494.20, "total_charge": 2, "relative_energy_ev": 0.000, "e_homo_ev": [-13.995, -15.973], "lumo_ev": [-5.954, -10.568], "multiplicity": 6, "s2": 8.78, "homo_lumo_gap_ev": [8.0, 5.4], "elements": ["C", "H", "H", "H", "H", "C", "H", "C", "Ru", "O", "H", "C", "Cl", "H", "C", "C", "H", "Cl", "N", "H", "H", "O", "H", "Se", "C", "C", "H", "H", "H", "P", "H", "H", "C", "H", "H", "H", "C", "H", "C", "N"], "coordinates": [[0.35759, -0.94883, 4.79901], [2.91766, -1.50400, 3.91680], [1.62820, 3.76090, -1.39589], [0.50598, -5.00564, -3.91661], [0.57994, -1.82216, 5.37430], [-1.13363, 2.17797, 3.80039], [1.38342, 3.34404, -3.11377], [0.59493, 0.52673, 3.11912], [0.71063, -0.03457, -0.43915], [-1.22981, -2.58900, -2.76192], [2.58300, -0.88406, 2.26361], [-0.02260, 0.71915, -3.18646], [2.99256, -0.04783, -0.97569], [1.81869, -2.40641, 2.84427], [-1.03459, -0.29833, 0.04756], [-0.21356, -3.08479, -3.21753], [-1.26192, 2.67761, 4.77056], [1.37860, -2.48687, -2.54187], [-0.33836, 0.98173, 3.99841], [-2.15594, 2.15801, -1.69966], [-0.59154, 2.82907, 3.10527], [-2.14846, -0.36143, 0.44532], [-1.23546, 3.53466, -2.34486], [1.10946, 1.32255, 1.49994], [-0.54998, 0.04088, 4.99839], [1.56606, 2.93167, -2.11441], [-1.28831, 0.15755, 5.76149], [-2.12165, 1.92795, 3.38914], [0.39906, -3.72271, -5.18838], [0.26042, 1.72811, -1.69051], [-1.32488, 3.25738, -0.59305], [2.53065, 2.41278, -2.10241], [-0.05983, -4.13732, -4.28415], [-1.04692, 0.35152, -3.19849], [0.65022, -0.14527, -3.14267], [0.19908, 1.32949, -4.06337], [-1.25307, 2.76053, -1.56593], [-1.05810, -4.47819, -4.55535], [2.16337, -1.40600, 3.13010], [1.07522, -0.62210, 3.65656]], "atomic_forces_ev_per_a": [[0.2879, 0.7242, -0.7459], [0.0149, 0.0270, -0.2971], [-0.2066, -0.2764, -0.1053], [0.0602, 0.4743, -0.0967], [0.0588, -0.2482, 0.1156], [-0.4230, 0.5518, 0.0973], [-0.0516, -0.0856, 0.1949], [-0.1026, -0.8360, 1.9375], [4.9808, -2.4380, -0.5716], [2.7445, -1.2264, -1.2242], [0.0442, -0.2770, 0.2430], [0.3385, -0.1684, 0.1469], [-0.1612, -0.2499, 0.2138], [0.0341, 0.2749, -0.0027], [-9.1302, -2.2654, 3.1372], [-2.3675, 0.9566, 0.9120], [0.0797, -0.0817, -0.4050], [-0.2494, -0.2737, -0.0768], [-0.1488, -0.7848, -0.5431], [0.1601, -0.0305, 0.0123], [-0.2493, -0.0085, 0.2928], [4.7693, 0.7158, -1.7912], [0.0909, -0.2365, 0.1340], [0.1537, 1.4088, 1.6340], [0.8687, 0.4040, -0.8187], [0.3784, -0.0976, 0.1166], [-0.2152, 0.1705, 0.1975], [0.3259, 0.0474, 0.1006], [0.1974, -0.0150, 0.3398], [-1.0921, 3.9014, -2.7450], [0.1184, -0.0427, -0.1240], [-0.1511, 0.1250, -0.1209], [-0.4008, -0.0521, 0.2037], [-0.0482, 0.0472, -0.0422], [-0.0944, 0.1923, -0.4243], [-0.0671, -0.0766, -0.0501], [-0.0282, -0.0571, 0.2307], [-0.0394, 0.0666, 0.0804], [0.6344, -0.5201, -0.1596], [-1.1142, 0.2605, 0.0038]]}



{"formula": "C11H20ClN2O9P3", "method": "the ωB97M-V functional and the def2-TZVPD basis", "mol_weight_g_mol": 452.66, "e_homo_ev": -9.255, "lumo_ev": -1.237, "homo_lumo_gap_ev": 8.0, "elements": ["O", "O", "O", "H", "C", "P", "C", "H", "H", "H", "H", "H", "C", "H", "C", "H", "C", "P", "H", "Cl", "C", "H", "O", "H", "H", "O", "H", "P", "H", "H", "N", "C", "H", "O", "O", "O", "N", "H", "C", "C", "H", "H", "C", "C", "H", "O"], "coordinates": [[1.90977, 1.87139, -1.74894], [-2.15520, -5.57023, 1.00949], [-1.73644, 7.12519, -0.32202], [2.06144, 6.39660, -0.08942], [-2.44640, -6.86618, 0.73178], [2.49834, 2.07718, -0.10412], [0.17814, -0.98481, 1.56193], [0.36944, 1.96688, 0.57976], [0.94964, 1.57071, -1.61335], [-5.32371, -8.24201, 0.09511], [-3.43544, 8.26494, -0.23115], [-4.02173, -8.96470, 1.05934], [-2.38800, 8.37778, -0.52417], [-0.65365, -4.25006, 1.45266], [1.22165, -0.89031, 0.30629], [-0.18039, -5.55726, 0.35066], [-4.23960, -8.28132, 0.23223], [4.54235, -0.82803, -0.47611], [-2.35495, 8.66407, -1.58035], [4.56211, -0.10359, -2.47614], [-0.77081, -5.31638, 1.24058], [-1.93669, 9.15328, 0.10300], [-1.64359, -7.78410, 0.66950], [-0.46048, -2.46080, -2.46429], [-0.41437, -5.88110, 2.10803], [0.07039, 5.87931, -0.40903], [-2.55190, -2.79485, -0.59580], [2.89836, 0.03243, 0.67241], [1.64318, 5.90736, -1.77268], [6.61537, -0.83471, 0.56801], [3.77691, 3.06094, 0.02473], [-1.28319, -1.73176, 1.24469], [-3.78781, -8.64082, -0.69795], [-3.78550, -6.96375, 0.53550], [0.21443, 8.07139, -1.08187], [5.99579, -0.11311, 0.25198], [1.04151, -1.39093, -1.09680], [1.74046, 4.69618, -0.48018], [-0.28041, -2.05792, -1.35440], [-1.51934, -2.28496, -0.30727], [0.46440, -0.53006, 2.61030], [4.56271, 2.51273, 0.45093], [-0.41931, 7.12192, -0.64847], [1.45636, 5.72696, -0.70913], [-2.07493, -1.79583, 2.10409], [1.09112, 2.64236, 0.82060]], "atomic_forces_ev_per_a": [[-1.1935, 0.1957, 3.8527], [-0.4635, -0.8802, -0.2478], [0.8742, -0.1447, -0.1810], [-0.1259, -0.0501, -0.2264], [0.3442, -0.4738, -0.0331], [0.1698, 1.6949, -0.6942], [-1.3089, -1.7846, -4.1703], [1.1375, 1.4644, 0.7128], [1.8078, 0.4792, -0.6925], [0.2432, 0.2945, 0.0879], [0.2739, -0.2667, 0.0104], [0.1126, 0.0993, -0.2300], [-0.2323, 0.4027, -0.0593], [-0.2855, -0.2988, -0.1057], [-2.5092, -1.2717, -0.4283], [-0.0837, -0.0957, 0.2147], [-0.2080, -0.5099, -0.1207], [2.2695, -0.5153, -0.5504], [0.1455, 0.0345, 0.2260], [0.0510, -0.0322, 1.4821], [0.6030, 0.1108, 0.1912], [0.0275, -0.1037, -0.2478], [-1.2117, 1.3951, 0.0930], [0.6437, 1.0648, 2.7355], [-0.0392, -0.0643, -0.2717], [-0.7660, 1.0579, -0.1436], [2.6358, 1.1770, 0.5807], [-1.6341, 0.4723, 0.6831], [-0.0214, 0.1361, 0.2292], [-1.3424, 0.9625, -0.7117], [-2.0508, -2.4924, -0.0052], [3.4383, 0.9656, -3.2583], [0.0475, 0.0051, 0.2696], [1.0131, 0.3173, 0.1837], [-0.9867, -1.3191, 0.6264], [-1.6727, -1.2239, -0.6026], [-4.8363, -0.8662, 4.1955], [-0.3365, 0.3903, 0.0415], [-0.4984, 0.5524, 2.3634], [3.5468, 2.2874, 2.0793], [-0.6744, -1.0981, -2.4115], [-0.8319, 0.6602, -0.4507], [0.4815, 0.1769, -0.1639], [0.6605, -0.1926, -0.1438], [1.6087, 0.0077, -1.9800], [1.1776, -2.7209, -2.7277]]}



Record-wise DFT total energy values, in a.u.: -4448.524495, -2701.875961